{"formula": "C53H59FN4SSb2SiZr", "method": "ωB97M-V with the def2-TZVPD basis set", "e_homo_ha": -0.4629, "lumo_ev": -5.520, "total_energy_ev": -97653.095, "de_lowest_ev": 1.429, "total_charge": 2, "species": ["Zr", "N", "C", "C", "C", "C", "C", "C", "C", "C", "C", "C", "C", "C", "H", "H", "H", "H", "H", "H", "H", "H", "H", "H", "C", "Si", "C", "C", "N", "C", "C", "C", "C", "C", "C", "F", "H", "H", "H", "H", "H", "H", "H", "H", "H", "H", "H", "H", "H", "C", "C", "C", "Sb", "C", "C", "C", "C", "C", "C", "C", "C", "C", "C", "C", "C", "Sb", "C", "C", "C", "C", "C", "C", "C", "C", "C", "C", "C", "C", "H", "H", "H", "H", "H", "H", "H", "H", "H", "H", "H", "H", "H", "H", "H", "H", "H", "H", "H", "H", "H", "H", "H", "H", "H", "H", "N", "C", "C", "C", "N", "H", "H", "H", "H", "C", "S", "C", "H", "H", "H", "H", "H", "H"], "coordinates": [[-0.605, -0.012, -0.055], [-1.817, 1.837, -0.232], [-1.988, 2.879, 0.778], [-2.316, 4.141, 0.297], [-2.591, 5.193, 1.149], [-2.464, 4.991, 2.511], [-2.086, 3.755, 2.995], [-1.879, 2.647, 2.164], [-1.543, 1.341, 2.788], [-1.870, 1.139, 4.137], [-1.508, -0.016, 4.802], [-0.821, -1.015, 4.130], [-0.545, -0.855, 2.781], [-0.888, 0.311, 2.078], [-1.852, 2.320, -1.139], [-2.651, 1.226, -0.198], [-2.369, 4.310, -0.771], [-2.902, 6.146, 0.756], [-2.645, 5.801, 3.197], [-1.931, 3.653, 4.056], [-2.446, 1.876, 4.675], [-1.763, -0.136, 5.844], [-0.521, -1.916, 4.646], [-0.056, -1.688, 2.264], [-4.066, -2.351, 2.031], [-3.832, -1.276, 0.478], [-5.135, -1.560, -0.906], [-4.289, 0.510, 1.013], [-2.160, -1.413, -0.064], [-1.717, -2.626, -0.524], [-2.530, -3.717, -0.909], [-2.013, -4.871, -1.457], [-0.646, -5.047, -1.635], [0.206, -4.033, -1.235], [-0.354, -2.890, -0.716], [0.556, -1.825, -0.340], [-4.941, -2.019, 2.580], [-3.210, -2.263, 2.695], [-4.203, -3.403, 1.805], [-6.019, -0.977, -0.669], [-5.458, -2.590, -1.001], [-4.800, -1.234, -1.887], [-5.205, 0.418, 1.590], [-4.548, 1.175, 0.190], [-3.577, 0.984, 1.677], [-3.594, -3.632, -0.782], [-2.693, -5.657, -1.752], [-0.255, -5.958, -2.053], [1.277, -4.119, -1.310], [3.666, 0.938, -2.195], [4.333, 1.384, -0.910], [4.252, 0.353, 0.204], [2.303, 0.283, 1.220], [2.416, 2.377, 1.713], [3.554, 3.029, 2.167], [3.486, 4.363, 2.534], [2.294, 5.062, 2.431], [1.173, 4.435, 1.915], [1.243, 3.099, 1.557], [3.241, -0.647, 2.934], [3.975, 0.059, 3.873], [4.701, -0.620, 4.837], [4.683, -2.002, 4.881], [3.920, -2.707, 3.964], [3.204, -2.034, 2.988], [1.499, 0.676, -2.140], [1.532, -0.788, -3.730], [0.554, -1.769, -3.775], [0.538, -2.706, -4.794], [1.511, -2.671, -5.779], [2.499, -1.701, -5.730], [2.514, -0.764, -4.713], [1.062, 2.408, -3.362], [0.544, 3.529, -2.718], [0.300, 4.693, -3.429], [0.565, 4.742, -4.788], [1.072, 3.626, -5.434], [1.319, 2.463, -4.723], [4.079, -0.026, -2.504], [3.845, 1.673, -2.983], [3.929, 2.346, -0.573], [5.391, 1.552, -1.137], [4.967, 0.596, 0.994], [4.492, -0.644, -0.171], [4.498, 2.508, 2.229], [4.368, 4.860, 2.909], [2.245, 6.094, 2.742], [0.245, 4.975, 1.803], [0.366, 2.590, 1.158], [3.979, 1.138, 3.862], [5.292, -0.067, 5.551], [5.260, -2.530, 5.625], [3.899, -3.786, 3.997], [2.621, -2.598, 2.264], [-0.217, -1.807, -3.013], [-0.234, -3.461, -4.803], [1.503, -3.396, -6.577], [3.269, -1.672, -6.484], [3.296, -0.016, -4.693], [0.366, 3.502, -1.642], [-0.085, 5.565, -2.923], [0.384, 5.649, -5.342], [1.283, 3.660, -6.491], [1.709, 1.591, -5.227], [-1.782, 1.241, -3.442], [-2.624, 0.931, -4.442], [-3.111, -0.330, -4.183], [-2.479, -0.725, -3.005], [-1.666, 0.231, -2.547], [-1.152, 2.039, -3.413], [-2.813, 1.604, -5.253], [-3.816, -0.897, -4.751], [-2.593, -1.661, -2.493], [-0.971, -5.801, 1.883], [0.124, -4.372, 2.060], [0.669, -4.702, 3.759], [-1.795, -5.713, 2.587], [-0.403, -6.707, 2.079], [-1.347, -5.805, 0.866], [1.316, -5.575, 3.764], [-0.207, -4.883, 4.376], [1.214, -3.833, 4.113]], "forces_ev_per_angstrom": [[0.01, -0.13, -0.07], [-0.14, 0.81, 0.29], [-0.22, 0.32, 0.52], [0.03, -0.11, -0.10], [0.07, -0.11, 0.08], [-0.02, 0.04, -0.04], [-0.03, -0.06, -0.14], [-0.04, 0.16, -0.31], [0.29, -0.24, 0.03], [-0.06, 0.00, -0.20], [0.04, 0.03, -0.04], [0.06, -0.05, -0.23], [0.06, -0.09, -0.15], [-0.38, 0.75, 0.51], [0.01, -0.49, 0.28], [-0.27, 0.40, -0.14], [-0.10, -0.07, -0.14], [0.04, 0.15, -0.08], [-0.02, 0.12, 0.12], [-0.01, -0.04, 0.08], [0.00, 0.03, 0.02], [-0.03, -0.01, 0.07], [0.01, -0.09, 0.00], [-0.10, 0.14, 0.14], [0.18, 0.27, -0.78], [-1.65, 0.49, 0.79], [0.66, -0.26, 0.48], [0.47, -0.64, -0.21], [0.65, 0.73, 0.13], [0.81, -1.31, -0.55], [0.15, 0.40, 0.11], [0.11, -0.13, -0.14], [-0.15, 0.15, 0.08], [0.06, 0.33, 0.14], [-0.27, -0.51, -0.21], [-0.49, -1.13, -0.28], [-0.23, 0.10, 0.04], [0.18, 0.08, 0.03], [0.00, -0.23, -0.08], [-0.13, 0.15, 0.17], [-0.06, -0.23, -0.01], [0.11, 0.09, -0.07], [-0.21, -0.20, 0.07], [0.01, 0.12, -0.18], [-0.05, 0.07, 0.05], [-0.24, 0.02, 0.01], [-0.06, -0.06, 0.00], [0.09, -0.10, -0.06], [0.14, 0.01, -0.04], [-0.14, 0.02, 0.33], [0.02, 0.07, 0.08], [-0.43, -0.02, -0.19], [1.59, 0.75, 0.84], [-0.31, -0.60, -0.20], [0.13, -0.07, -0.01], [0.13, 0.00, 0.03], [-0.07, 0.01, -0.04], [-0.13, 0.09, -0.07], [-0.14, -0.25, -0.15], [-0.72, -0.04, -0.44], [-0.11, 0.27, -0.09], [0.07, 0.00, 0.05], [-0.04, -0.06, -0.01], [0.06, -0.15, -0.01], [-0.12, -0.07, -0.15], [0.99, 0.29, -2.05], [-0.30, 0.27, 0.65], [-0.19, -0.04, 0.15], [-0.03, -0.06, 0.01], [-0.04, 0.00, 0.04], [0.08, 0.00, -0.09], [0.12, 0.16, 0.12], [-0.01, -0.28, 0.72], [0.05, -0.04, 0.27], [-0.11, 0.15, 0.00], [-0.03, 0.03, 0.00], [0.01, -0.01, -0.03], [0.07, -0.25, -0.02], [-0.15, 0.05, -0.06], [-0.17, -0.11, -0.05], [0.10, -0.06, -0.05], [0.00, 0.07, 0.01], [-0.20, -0.14, 0.10], [0.04, -0.02, 0.08], [0.09, -0.01, 0.07], [0.10, 0.04, 0.02], [0.00, 0.10, 0.00], [-0.06, 0.06, -0.02], [0.18, 0.23, 0.18], [0.03, 0.08, 0.05], [0.03, 0.09, 0.10], [0.03, -0.04, 0.07], [0.00, -0.12, 0.00], [0.04, -0.04, 0.04], [0.15, -0.05, -0.18], [-0.06, -0.10, -0.06], [0.01, -0.08, -0.07], [0.08, -0.01, -0.12], [0.06, -0.02, -0.03], [0.01, 0.11, -0.04], [-0.04, 0.10, 0.06], [-0.03, 0.10, -0.05], [0.01, 0.01, -0.11], [0.01, -0.02, -0.15], [0.04, 0.11, -0.06], [-0.03, -0.27, 0.22], [0.18, 0.08, 0.05], [-0.06, 0.38, -0.17], [-0.03, -0.19, 0.46], [-0.05, -0.20, 0.03], [0.00, 0.22, -0.14], [-0.17, -0.09, -0.22], [0.04, -0.02, 0.07], [0.22, 0.26, 0.08], [0.08, -0.11, 0.31], [-0.17, -0.03, -0.43], [-0.08, -0.06, 0.00], [-0.05, -0.11, -0.06], [-0.04, -0.08, 0.00], [0.06, -0.04, 0.12], [0.02, 0.04, 0.17], [0.05, 0.05, 0.11]], "lowdin_charge": [1.409, -0.032, -0.252, -0.025, -0.056, -0.053, -0.013, -0.156, -0.206, -0.014, -0.037, -0.058, -0.184, -0.298, 0.086, 0.045, 0.115, 0.117, 0.119, 0.116, 0.113, 0.119, 0.108, 0.030, -0.126, 0.513, -0.144, -0.152, -0.221, -0.365, -0.031, -0.066, -0.066, -0.042, -0.240, -0.233, 0.038, 0.022, 0.029, 0.039, 0.030, 0.011, 0.057, 0.047, 0.005, 0.085, 0.124, 0.121, 0.138, -0.333, -0.375, -0.338, 1.494, -0.358, -0.128, -0.055, -0.054, -0.057, -0.148, -0.355, -0.112, -0.061, -0.061, -0.079, -0.151, 1.469, -0.349, -0.152, -0.062, -0.056, -0.058, -0.140, -0.404, -0.174, -0.070, -0.056, -0.051, -0.106, 0.066, 0.071, 0.094, 0.122, 0.061, 0.067, 0.099, 0.115, 0.114, 0.095, 0.041, 0.083, 0.113, 0.114, 0.109, 0.076, 0.051, 0.111, 0.115, 0.115, 0.095, 0.081, 0.111, 0.116, 0.117, 0.089, 0.007, -0.041, -0.019, -0.165, -0.065, 0.107, 0.132, 0.112, 0.087, -0.361, 0.766, -0.381, 0.044, 0.048, 0.005, 0.043, 0.042, 0.006]}


{"formula": "C53H62BN8Sb2SeSr", "method": "ωB97M-V with the def2-TZVPD basis set", "e_homo_ha": -0.3629, "lumo_ev": -1.494, "total_energy_ev": -147820.184, "total_charge": 1, "species": ["Sr", "C", "C", "C", "C", "C", "C", "N", "N", "B", "N", "C", "C", "C", "N", "C", "C", "C", "N", "C", "C", "C", "N", "C", "C", "C", "H", "H", "H", "H", "H", "H", "H", "H", "H", "H", "H", "H", "H", "H", "H", "H", "H", "H", "H", "H", "H", "H", "H", "H", "H", "H", "H", "H", "C", "C", "C", "Sb", "C", "C", "C", "C", "C", "C", "C", "C", "C", "C", "C", "C", "Sb", "C", "C", "C", "C", "C", "C", "C", "C", "C", "C", "C", "C", "H", "H", "H", "H", "H", "H", "H", "H", "H", "H", "H", "H", "H", "H", "H", "H", "H", "H", "H", "H", "H", "H", "H", "H", "H", "H", "C", "N", "C", "Se", "N", "C", "C", "C", "C", "C", "C", "H", "H", "H", "H", "H", "H", "H", "H"], "coordinates": [[-1.441, -0.727, 1.461], [0.093, -3.676, 2.775], [0.197, -3.208, 4.226], [-0.087, -4.384, 5.171], [-0.734, -2.073, 4.524], [-1.033, -1.503, 5.772], [-2.009, -0.566, 5.510], [-2.266, -0.577, 4.189], [-1.473, -1.489, 3.583], [-3.360, 0.270, 3.504], [-2.740, 1.532, 2.848], [-3.077, 2.794, 3.154], [-2.262, 3.651, 2.441], [-1.428, 2.816, 1.687], [-1.724, 1.538, 1.953], [-0.399, 3.214, 0.667], [0.859, 2.352, 0.775], [-0.033, 4.693, 0.789], [-4.180, -0.586, 2.503], [-5.524, -0.650, 2.490], [-5.905, -1.669, 1.647], [-4.701, -2.205, 1.166], [-3.672, -1.536, 1.679], [-4.530, -3.398, 0.278], [-3.066, -3.588, -0.111], [-5.425, -3.303, -0.960], [0.796, -4.489, 2.602], [-0.917, -4.039, 2.565], [0.352, -2.875, 2.076], [1.220, -2.860, 4.398], [-1.127, -4.699, 5.073], [0.556, -5.227, 4.918], [0.095, -4.120, 6.212], [-0.612, -1.753, 6.731], [-2.552, 0.088, 6.172], [-4.117, 0.659, 4.341], [-3.867, 3.008, 3.854], [-2.285, 4.726, 2.462], [-0.837, 3.056, -0.326], [1.274, 2.402, 1.781], [0.655, 1.303, 0.545], [1.611, 2.707, 0.069], [0.367, 4.906, 1.782], [0.729, 4.941, 0.051], [-0.894, 5.340, 0.615], [-6.120, 0.015, 3.092], [-6.907, -1.983, 1.413], [-4.845, -4.271, 0.858], [-2.706, -2.697, -0.635], [-2.438, -3.760, 0.768], [-2.958, -4.439, -0.784], [-5.188, -2.408, -1.538], [-5.272, -4.173, -1.598], [-6.480, -3.266, -0.688], [-0.651, -2.334, -2.628], [-0.009, -1.506, -1.518], [0.295, -0.047, -1.894], [2.370, 0.540, -1.545], [2.057, 2.630, -1.974], [0.833, 3.141, -2.391], [0.702, 4.489, -2.703], [1.796, 5.336, -2.606], [3.020, 4.834, -2.187], [3.148, 3.490, -1.866], [2.984, 0.011, -3.549], [3.048, -1.338, -3.887], [3.408, -1.728, -5.170], [3.736, -0.769, -6.116], [3.694, 0.575, -5.780], [3.311, 0.966, -4.504], [-2.579, -1.756, -3.566], [-1.638, -1.026, -5.377], [-1.072, 0.241, -5.499], [-0.500, 0.651, -6.694], [-0.486, -0.204, -7.786], [-1.030, -1.472, -7.672], [-1.602, -1.880, -6.475], [-3.096, 0.180, -2.722], [-3.115, 0.472, -1.359], [-3.512, 1.723, -0.900], [-3.912, 2.697, -1.800], [-3.959, 2.401, -3.155], [-3.573, 1.147, -3.606], [-0.802, -3.358, -2.278], [0.030, -2.373, -3.480], [0.908, -2.019, -1.203], [-0.640, -1.512, -0.618], [-0.339, 0.646, -1.339], [0.115, 0.109, -2.955], [-0.032, 2.492, -2.485], [-0.258, 4.872, -3.027], [1.700, 6.383, -2.862], [3.879, 5.489, -2.110], [4.109, 3.110, -1.536], [2.826, -2.099, -3.144], [3.447, -2.779, -5.427], [4.028, -1.069, -7.115], [3.956, 1.327, -6.515], [3.276, 2.019, -4.256], [-1.088, 0.930, -4.666], [-0.072, 1.643, -6.765], [-0.054, 0.120, -8.725], [-1.025, -2.144, -8.521], [-2.041, -2.871, -6.405], [-2.846, -0.277, -0.619], [-3.531, 1.935, 0.162], [-4.205, 3.678, -1.449], [-4.300, 3.145, -3.864], [-3.635, 0.918, -4.662], [3.235, -0.069, 5.554], [4.160, -0.218, 4.455], [3.827, -0.455, 3.166], [2.171, -0.627, 2.447], [4.980, -0.542, 2.464], [6.073, -0.357, 3.298], [7.438, -0.350, 3.068], [8.259, -0.124, 4.162], [7.732, 0.094, 5.435], [6.365, 0.088, 5.664], [5.546, -0.148, 4.573], [2.224, -0.222, 5.183], [3.312, 0.931, 5.982], [3.453, -0.805, 6.328], [4.993, -0.698, 1.471], [7.845, -0.510, 2.079], [9.331, -0.117, 4.025], [8.408, 0.275, 6.260], [5.957, 0.263, 6.651]], "forces_ev_per_angstrom": [[1.63, -0.56, -2.24], [-0.10, 0.10, 0.17], [0.02, -0.16, -0.11], [0.02, 0.10, -0.07], [-0.09, 0.14, 0.30], [-0.02, 0.04, 0.00], [0.11, -0.16, -0.05], [-0.17, 0.24, 0.62], [0.18, -0.96, 1.54], [-0.18, 0.06, 0.05], [-0.34, 0.41, 0.30], [0.08, 0.07, -0.09], [-0.06, -0.02, -0.08], [-0.25, 0.14, 0.10], [0.15, 1.01, -0.03], [0.18, -0.05, 0.05], [-0.15, 0.32, 0.36], [-0.01, -0.12, -0.01], [-0.29, 0.23, 0.27], [-0.07, -0.15, -0.08], [0.03, 0.09, 0.00], [-0.32, 0.05, 0.18], [-0.56, -0.36, -0.11], [0.19, 0.04, -0.18], [-0.13, 0.01, 0.11], [0.07, -0.06, 0.07], [0.00, 0.00, -0.09], [0.02, 0.00, -0.02], [0.07, -0.05, -0.04], [0.00, 0.02, -0.03], [0.01, -0.04, 0.03], [0.00, -0.02, 0.03], [-0.03, 0.01, 0.00], [-0.03, -0.02, -0.01], [-0.01, 0.01, -0.02], [-0.01, 0.07, 0.04], [0.02, -0.08, 0.03], [0.04, -0.01, -0.01], [-0.06, 0.01, 0.06], [-0.02, -0.10, 0.05], [0.01, 0.00, 0.13], [-0.26, -0.05, 0.51], [0.00, 0.02, 0.01], [-0.01, 0.02, 0.02], [0.00, 0.01, 0.01], [0.06, 0.00, 0.03], [0.00, -0.01, 0.03], [0.02, -0.01, 0.00], [0.06, -0.01, -0.10], [0.01, -0.02, -0.03], [0.07, 0.01, -0.02], [-0.01, 0.03, -0.02], [-0.03, 0.01, -0.03], [0.01, 0.04, 0.00], [-0.39, 0.19, 0.16], [0.29, 0.16, -0.07], [0.24, -0.04, 0.21], [0.06, 0.00, -0.55], [0.21, -0.31, -0.51], [0.05, 0.02, -0.23], [-0.08, -0.05, -0.03], [0.05, 0.03, -0.03], [0.04, 0.05, 0.04], [-0.04, -0.02, -0.07], [-0.15, 0.12, 0.30], [0.01, -0.01, 0.01], [0.01, -0.08, 0.01], [-0.01, -0.02, -0.07], [-0.01, 0.07, -0.06], [0.03, -0.01, -0.01], [0.39, 0.06, -0.16], [-0.16, 0.03, 0.31], [0.01, -0.03, 0.00], [0.03, 0.05, 0.07], [0.05, 0.03, -0.04], [0.01, -0.09, -0.10], [-0.12, -0.06, 0.09], [0.15, -0.38, -0.06], [0.05, 0.20, -0.03], [-0.08, -0.05, 0.13], [-0.03, 0.08, -0.09], [-0.02, 0.01, 0.01], [0.09, -0.04, 0.05], [-0.02, 0.01, -0.05], [0.02, 0.03, -0.02], [-0.05, -0.06, 0.04], [-0.09, -0.31, -0.29], [-0.06, 0.05, -0.13], [-0.05, 0.08, -0.09], [0.01, 0.04, -0.05], [0.02, 0.02, 0.00], [-0.02, 0.00, 0.01], [-0.02, 0.01, 0.00], [0.01, 0.02, -0.01], [-0.02, -0.02, -0.02], [0.00, 0.01, 0.00], [0.00, 0.00, 0.01], [0.00, -0.02, 0.01], [-0.02, 0.01, -0.04], [0.00, 0.06, 0.06], [0.02, -0.02, -0.03], [0.01, -0.01, 0.02], [0.01, 0.01, 0.02], [0.00, 0.01, -0.04], [-0.11, -0.14, -0.23], [0.03, -0.01, -0.01], [-0.02, -0.02, 0.03], [-0.01, -0.01, 0.01], [0.04, 0.08, -0.05], [-0.11, 0.03, 0.17], [0.05, -0.03, -0.10], [0.25, 0.03, 0.02], [-0.52, -0.10, -0.13], [0.05, 0.03, 0.11], [0.00, 0.04, 0.19], [-0.02, -0.01, -0.05], [0.02, -0.01, -0.06], [0.01, 0.01, 0.04], [-0.09, -0.01, 0.04], [0.17, 0.01, -0.15], [0.02, 0.00, -0.04], [0.02, 0.00, -0.03], [0.02, -0.01, -0.03], [-0.06, -0.01, -0.04], [0.02, -0.01, 0.01], [-0.01, 0.01, 0.00], [-0.02, -0.01, 0.01], [0.01, -0.01, 0.00]], "lowdin_charge": [1.402, -0.088, -0.380, -0.053, -0.279, 0.008, -0.038, -0.043, -0.121, -0.529, -0.053, -0.047, 0.008, -0.269, -0.090, -0.342, -0.122, -0.047, -0.043, -0.045, 0.013, -0.269, -0.067, -0.349, -0.072, -0.059, 0.092, 0.077, 0.000, 0.112, 0.092, 0.082, 0.076, 0.110, 0.130, 0.127, 0.128, 0.108, 0.119, 0.083, -0.014, 0.029, 0.095, 0.067, 0.084, 0.129, 0.111, 0.149, 0.025, 0.067, 0.093, 0.061, 0.083, 0.078, -0.364, -0.380, -0.375, 1.479, -0.439, -0.136, -0.082, -0.086, -0.078, -0.148, -0.395, -0.155, -0.088, -0.088, -0.084, -0.123, 1.476, -0.406, -0.145, -0.078, -0.082, -0.086, -0.149, -0.386, -0.152, -0.080, -0.071, -0.068, -0.142, 0.038, 0.047, 0.086, -0.002, 0.023, 0.040, 0.087, 0.110, 0.107, 0.107, 0.099, 0.089, 0.104, 0.104, 0.105, 0.086, 0.079, 0.107, 0.106, 0.106, 0.087, 0.033, 0.092, 0.109, 0.110, 0.096, -0.020, -0.072, -0.736, 0.686, 0.118, -0.173, -0.005, -0.077, -0.075, -0.001, -0.156, 0.043, 0.104, 0.103, 0.149, 0.117, 0.109, 0.109, 0.115]}